Molecular formula: C4H9N2
Method: DFT, wB97M-V/def2-TZVPD

Properties
maximum force	5.71	eV Å⁻¹
SMILES string	C[C@H]1N[C@@]12C[NH2+]2
E_LUMO	-0.120	Ha
frontier orbital gap	11.51	eV
charge	+1
relative energy (zero: lowest compared OMol25 entry of this formula, charge and spin)	400.5	kJ/mol

Atoms and positions in Å:
C (-1.4990, 0.5351, -1.0496)
C (-0.0051, 0.7925, -0.8330)
N (0.3176, 1.4530, 0.7186)
C (0.4779, 0.1328, 0.4028)
C (0.5325, -1.1958, 1.0832)
N (1.8053, -0.5442, 0.5600)
H (-1.7801, 1.4215, -1.6057)
H (-2.0004, 0.4242, -0.0657)
H (-1.6062, -0.4698, -1.6841)
H (0.6230, 1.1884, -1.5473)
H (-0.5024, 1.7223, 1.0988)
H (0.3852, -1.3344, 2.2287)
H (0.3194, -2.0111, 0.5088)
H (2.3487, -0.0212, 1.2527)
H (2.4219, -1.0882, -0.0391)

Molecular formula: C9H10F2N3O7S2
Method: DFT, wB97M-V/def2-TZVPD

Properties
maximum force	0.88	eV Å⁻¹
E_LUMO	0.103	Ha
frontier orbital gap	9.45	eV
charge	-1

Atoms and positions in Å:
N (3.6696, -0.5056, 0.8284)
C (2.2108, -0.3994, 0.8997)
C (1.5106, -1.7186, 0.5810)
O (2.3263, -2.8887, 0.9277)
C (1.4976, -3.8912, 1.2673)
O (1.8289, -4.9885, 1.5555)
O (0.2012, -3.4734, 1.2508)
C (0.2781, -2.0468, 1.4094)
C (-1.0163, -1.3522, 1.0877)
C (-2.0487, -1.9836, 0.3893)
C (-3.2380, -1.2819, 0.1987)
C (-3.3462, 0.0134, 0.6906)
C (-2.2335, 0.5712, 1.3324)
N (-1.1021, -0.0985, 1.5359)
H (4.0410, 0.2248, 0.2362)
H (4.0896, -0.3958, 1.7405)
H (1.8655, -0.0436, 1.8769)
H (1.8589, 0.3266, 0.1689)
H (1.3028, -1.8189, -0.4917)
H (0.5426, -1.8295, 2.4534)
H (-1.9169, -3.0008, 0.0379)
H (-4.0698, -1.7475, -0.3217)
H (-4.2470, 0.6034, 0.5670)
H (-2.2699, 1.5949, 1.6916)
N (0.2274, 3.9485, -2.0111)
S (-0.3645, 2.6371, -1.3561)
O (0.2210, 1.4231, -1.8408)
O (-1.7726, 2.6488, -1.1164)
F (0.2823, 2.8407, 0.0784)
S (-0.0843, 4.2205, -3.5348)
O (0.7462, 5.2755, -4.0131)
O (-1.4730, 4.2198, -3.8662)
F (0.4826, 2.9163, -4.2533)

Molecular formula: C4H9N3
Method: DFT, wB97M-V/def2-TZVPD

Properties
maximum force	2.88	eV Å⁻¹
E_LUMO	-0.401	Ha
frontier orbital gap	9.53	eV
charge	+2
relative energy (zero: lowest compared OMol25 entry of this formula, charge and spin)	97.3	kJ/mol

Atoms and positions in Å:
C (1.2095, 0.9036, 1.3838)
C (-0.7982, 0.2341, 0.3012)
C (0.0000, 0.0099, -0.9295)
C (0.2974, -1.2750, -1.5065)
N (1.8359, 0.6171, 0.3393)
N (-0.1572, 0.7174, 1.3838)
N (-2.0808, 0.0095, 0.3217)
H (1.6431, 1.2817, 2.3149)
H (0.1514, 0.9075, -1.5335)
H (0.4713, -2.0733, -0.7803)
H (1.1018, -1.2191, -2.2468)
H (-0.5757, -1.6027, -2.1043)
H (2.8308, 0.6964, 0.1659)
H (-0.6802, 0.9314, 2.2357)
H (-2.5946, -0.3245, -0.4916)
H (-2.6544, 0.1859, 1.1462)

Molecular formula: H4N3P
Method: DFT, wB97M-V/def2-TZVPD

Properties
maximum force	3.81	eV Å⁻¹
SMILES string	N/N=N/P
E_LUMO	0.039	Ha
frontier orbital gap	9.78	eV
relative energy (zero: lowest compared OMol25 entry of this formula, charge and spin)	86.0	kJ/mol

Atoms and positions in Å:
N (0.1399, 0.4062, 1.6825)
N (-0.0704, -0.3300, 0.6314)
N (-0.3851, 0.3858, -0.4151)
P (-0.7167, -0.5148, -1.8343)
H (0.2972, 1.3892, 1.3566)
H (0.2685, 0.0440, 2.5783)
H (0.1200, -1.5405, -1.4553)
H (0.3466, 0.1600, -2.5440)

Molecular formula: C24H20N2O3S
Method: DFT, wB97M-V/def2-TZVPD

Properties
maximum force	1.10	eV Å⁻¹
SMILES string	Cc1cccc(NC(=O)COC(=O)c2ccccc2-c2nc3ccccc3s2)c1C
E_LUMO	0.009	Ha
frontier orbital gap	8.48	eV
relative energy (zero: lowest compared OMol25 entry of this formula, charge and spin)	0.0	kJ/mol

Atoms and positions in Å:
C (3.5180, -2.7113, -1.9224)
C (3.1327, -1.4914, -1.1351)
C (3.7959, -1.2195, 0.0555)
C (3.4759, -0.1121, 0.8166)
C (2.4869, 0.7531, 0.3925)
C (1.8266, 0.5012, -0.8015)
N (0.8113, 1.3656, -1.2546)
C (0.7501, 2.7003, -1.0639)
O (1.5802, 3.3818, -0.5096)
C (-0.5357, 3.3181, -1.6550)
O (-1.6764, 2.9510, -0.8804)
C (-2.2664, 1.7875, -1.1361)
O (-1.9239, 1.0273, -2.0107)
C (-3.3888, 1.5724, -0.1768)
C (-4.5672, 2.2900, -0.3250)
C (-5.5861, 2.1553, 0.6011)
C (-5.4161, 1.3283, 1.6999)
C (-4.2400, 0.6222, 1.8614)
C (-3.2182, 0.7212, 0.9183)
C (-2.0048, -0.0581, 1.1307)
N (-1.3839, -0.1121, 2.2482)
C (-0.3341, -0.9782, 2.2248)
C (0.5361, -1.2387, 3.2799)
C (1.5282, -2.1779, 3.1039)
C (1.6638, -2.8660, 1.8995)
C (0.8199, -2.6167, 0.8368)
C (-0.1691, -1.6628, 0.9997)
S (-1.3642, -1.1220, -0.1372)
C (2.1323, -0.6249, -1.5759)
C (1.3770, -0.8550, -2.8544)
H (2.6615, -3.3646, -2.0826)
H (3.9193, -2.4326, -2.8963)
H (4.2810, -3.2747, -1.3914)
H (4.5750, -1.8890, 0.3899)
H (3.9945, 0.0780, 1.7436)
H (2.2295, 1.6238, 0.9718)
H (0.0801, 0.9321, -1.8092)
H (-0.4674, 4.4043, -1.5891)
H (-0.6726, 2.9978, -2.6938)
H (-4.6815, 2.9520, -1.1701)
H (-6.5049, 2.7067, 0.4724)
H (-6.2020, 1.2359, 2.4341)
H (-4.0921, -0.0189, 2.7164)
H (0.4129, -0.7063, 4.2091)
H (2.2097, -2.3915, 3.9134)
H (2.4415, -3.6067, 1.7947)
H (0.9205, -3.1484, -0.0952)
H (1.7779, -1.6958, -3.4089)
H (1.4324, 0.0275, -3.4914)
H (0.3245, -1.0584, -2.6474)

Molecular formula: C3H7N2O2
Method: DFT, wB97M-V/def2-TZVPD

Properties
maximum force	3.31	eV Å⁻¹
E_LUMO	-0.127	Ha
frontier orbital gap	11.63	eV
charge	+1
relative energy (zero: lowest compared OMol25 entry of this formula, charge and spin)	121.2	kJ/mol

Atoms and positions in Å:
C (1.1708, -1.1260, -0.0648)
C (2.0151, 0.6263, 0.0355)
C (-2.6214, 0.6735, 0.0122)
N (2.3340, -0.7458, 0.4552)
N (0.8319, 0.0511, -0.5448)
O (-1.5173, 0.2054, -0.0279)
O (-3.7314, -0.0106, -0.1193)
H (1.7320, 1.3610, 0.6739)
H (2.6808, 0.9584, -0.6939)
H (0.6542, -2.0569, 0.1087)
H (2.9782, -1.1722, 1.1132)
H (-2.8150, 1.8142, -0.0135)
H (-0.0632, 0.4050, -0.7342)
H (-3.6487, -0.9834, -0.2003)

- Which value of E_LUMO does entry 5 give?
  0.009 Ha